# C11H16Cl3MoNOS

A structure of composition C11H16Cl3MoNOS in a non-equilibrium geometry (ωB97M-V/def2-TZVPD, the Open Molecules 2025 dataset).

Atoms and positions in Å:
1 H 1.60041 -2.90710 -1.06400
2 H -2.44654 -2.14057 -0.76937
3 H 0.70413 -2.54289 -2.55929
4 N 0.72713 0.37543 2.82194
5 Cl -2.29667 -0.01517 2.01114
6 Cl -2.35336 -3.24167 0.32889
7 O -0.16330 3.15248 1.87811
8 H -2.16628 -1.61820 -2.46816
9 C 2.72352 -0.31639 -0.39516
10 C 1.26069 2.34376 -0.30189
11 C 0.31413 -1.20160 -0.95296
12 H 3.08435 -1.21330 0.11424
13 H -3.10961 -0.54597 -1.31773
14 H 2.29246 2.19056 -0.02084
15 C -1.90175 1.83067 -0.86481
16 H 3.15853 0.52577 0.13752
17 Mo -0.19973 -0.54344 1.15883
18 H -1.87465 2.18592 -1.90436
19 C 0.56949 1.06631 -0.44112
20 C -2.24989 -1.20321 -1.46548
21 H 3.12518 -0.30349 -1.40769
22 C 0.63287 -2.56402 -1.45807
23 H 1.26288 2.79454 -1.29675
24 H 0.23006 2.66265 2.64663
25 C 0.53539 0.16625 3.99099
26 H 0.75999 2.95745 0.48870
27 C 1.26434 -0.18525 -0.52680
28 C -0.97593 -0.56207 -1.04576
29 H -2.90668 1.40713 -0.66603
30 H -0.15854 -3.28189 -1.17985
31 C -0.80824 0.83651 -0.76798
32 S 0.29329 -0.27978 5.49735
33 H -1.70925 2.68764 -0.19804
34 Cl 0.78160 -2.51706 1.99779

Computed properties:
Charge   -2
Kohn-Sham gap (spin up / spin down)   5.597 / 5.723 eV
Spin multiplicity   3
Expectation value of S²   2.0243
Highest occupied orbital energy (spin up / spin down)   -0.723 / -0.702 eV
LUMO (spin up / spin down)   0.179 / 0.185 Eh